1.
14
Properties=species:S:1:pos:R:3:mulliken_spin:R:1 method="wB97M-V/def2-TZVPD" s_squared=0.753 total_charge=-1 e_above_lowest_ev=1.685 multiplicity=2 homo_energy_ev="1.03 / -3.29" homo_lumo_gap_ev="2.15 / 6.45"
O 2.17286 -1.97920 0.55715 0.03
O -3.12998 1.16806 -2.14229 0.02
O 0.76822 -0.05161 -1.21779 0.00
N -0.44007 0.68026 1.31515 0.33
C 0.48865 0.33393 2.22607 0.59
H 2.97878 -2.26142 0.09785 -0.01
H 1.71970 -1.39815 -0.03808 0.00
H -3.17341 1.64252 -3.05971 0.00
H 0.19840 0.59209 -0.76810 0.02
H -0.82434 1.49822 1.60132 -0.01
H 1.21094 -0.48923 1.97419 0.00
H 0.06152 -0.65898 -1.57586 0.00
H 0.69299 0.69545 3.29293 0.05
H -2.72426 0.22807 -2.26283 -0.01


2.
7
Properties=species:S:1:pos:R:3:mulliken_charge:R:1 method="wB97M-V/def2-TZVPD" e_above_lowest_ev=2.590 homo_energy_ev=-10.35 homo_lumo_gap_ev=9.18
O 1.44578 1.34704 -0.38225 -0.35
N -1.12395 0.63597 0.28019 -0.63
N 1.03377 -2.06523 0.29530 -0.24
C 0.75391 0.43046 -0.10287 0.50
C 0.86838 -0.94748 0.09910 0.23
H -1.47701 -0.28617 0.45205 0.25
H -1.50089 0.88541 -0.64152 0.24


3.
58
Properties=species:S:1:pos:R:3:mulliken_charge:R:1 method="wB97M-V/def2-TZVPD" total_charge=+1 homo_energy_ev=-10.44 homo_lumo_gap_ev=7.58
P -2.59097 1.74991 0.82257 0.07
O -4.54688 6.84586 1.39367 -0.50
O -0.40589 4.77628 0.23736 -0.53
O -2.44290 6.09585 0.11870 -0.24
N -7.69292 1.49349 2.53229 -0.67
N 4.52765 -3.07958 -1.25041 0.34
C 2.57103 -2.80422 1.34741 -1.31
C -2.40644 0.96583 -0.91003 -0.94
C -6.23120 1.39205 2.07434 -0.38
C -5.61117 3.87464 1.41906 -0.41
C -3.71602 5.95741 0.84283 0.02
C -0.12091 0.11056 1.27883 -0.71
C 4.91957 -1.59612 -1.33639 -0.43
C -1.73442 4.81879 0.36830 0.46
C -0.87099 1.51862 1.67356 -0.53
C 4.88843 -2.54649 -3.58142 -0.60
C 2.21356 -2.54428 -0.10366 -0.11
C 5.26192 -3.78978 -0.11919 -1.11
C -6.05809 2.42774 0.79109 -0.33
C 5.04267 -3.67295 -2.58612 -0.54
C 3.00415 -3.31152 -1.17186 -0.78
C 5.26761 -1.31359 -2.79246 -0.54
C -2.83515 3.64233 0.74526 0.41
C -4.10290 4.37356 1.01441 0.08
H -2.21735 -0.19342 -0.73700 0.26
H 0.60832 -0.13945 2.18331 0.28
H -1.51592 1.39102 -1.54127 0.30
H 2.72171 -3.87041 1.53989 0.34
H 2.85581 -4.39164 -1.04981 0.41
H 4.92860 -4.82916 -0.08840 0.36
H 2.59230 -3.03377 -2.14861 0.29
H -0.97166 1.68546 2.84230 0.32
H 3.85419 -2.47490 -3.93659 0.29
H -5.57811 1.79677 2.95718 0.28
H 6.10092 -3.93024 -2.46025 0.43
H 5.06182 -3.28029 0.82045 0.38
H 4.09928 -0.97069 -0.98515 0.16
H -0.18200 2.39073 1.27579 0.26
H -6.36395 4.68272 0.96810 0.27
H 4.74750 -0.42508 -3.16488 0.34
H -8.26155 0.91486 1.87072 0.27
H 1.16187 -2.83618 -0.23048 0.41
H -7.14247 2.49002 0.29570 0.41
H 4.46899 -4.57292 -2.83129 0.30
H 5.52787 -2.68591 -4.45747 0.42
H -5.77157 3.94450 2.59981 0.36
H -3.44112 1.03656 -1.48676 0.32
H 6.33661 -3.74230 -0.31518 0.47
H -0.89277 -0.73810 1.04722 0.22
H -5.89391 0.29431 1.84845 0.24
H 0.57220 0.30422 0.33862 0.18
H 1.76114 -2.45782 1.99858 0.41
H -5.34736 2.02914 -0.04876 -0.03
H 3.46396 -2.24797 1.64200 0.28
H 2.22753 -1.46663 -0.29388 0.12
H 5.78921 -1.42921 -0.69070 0.37
H 6.34227 -1.11850 -2.88318 0.30
H -7.97217 2.48991 2.31341 0.27


4.
59
Properties=species:S:1:pos:R:3:mulliken_charge:R:1 method="wB97M-V/def2-TZVPD" total_charge=+1 e_above_lowest_ev=0.000 homo_energy_ev="-10.44 / -10.10" homo_lumo_gap_ev="7.30 / 4.65"
Pb -0.29195 -0.70343 -1.52312 1.07
S 0.23650 -0.35709 2.30936 0.21
N 0.61854 -0.59617 0.74855 -0.23
C 1.30452 3.98468 3.34925 -0.50
C -2.55485 -1.48319 0.66991 -0.74
C 1.36926 -1.26576 3.38337 0.25
C -2.25691 -0.45260 -5.28517 -1.45
C -3.09376 0.48074 -0.39889 -0.74
C -1.17044 -1.29004 -4.74899 1.11
C 1.65573 -0.82081 4.68540 -0.35
C -0.02048 3.54707 3.40807 -0.58
C 2.02368 1.74409 2.75616 -0.09
C 2.82251 -3.17247 3.74251 -0.64
C -0.63467 2.36937 -1.54885 -1.18
C 2.57722 -1.50716 5.47967 -0.64
C 0.69234 1.32830 2.76413 0.53
C -0.14856 1.73674 -2.71900 -0.18
C 3.17983 -2.67296 4.99824 -0.41
C 0.18964 -1.00583 -5.26474 -1.26
C -2.85080 -1.79472 -0.68961 -0.73
C -0.33436 2.21707 3.12420 -0.31
C -1.51419 -2.71503 -4.50046 -1.30
C -3.20314 -0.56813 -1.35189 -0.21
C 0.37320 2.32496 -0.56288 0.23
C -2.70673 -0.07770 0.84253 0.10
C 1.90690 -2.47806 2.93955 -0.42
C 1.18761 1.27197 -2.43959 -1.00
C 1.50418 1.66975 -1.09816 -0.79
C 2.32313 3.08437 3.03187 -0.76
H 0.44734 0.05729 -5.18690 0.26
H -3.19559 -0.57861 -4.72939 0.29
H 2.82596 -1.12502 6.46775 0.40
H 2.48595 1.58736 -0.61123 0.51
H 3.25962 -4.10277 3.38207 0.39
H 0.26176 -1.27009 -6.34041 0.42
H 3.36132 3.41455 3.00711 0.41
H -0.71960 -3.26320 -3.97863 0.31
H 2.81703 1.02603 2.56040 0.46
H 1.17192 0.07877 5.06594 0.42
H -2.87688 -2.79755 -1.12810 0.47
H 3.92904 -3.18741 5.60514 0.38
H -1.68695 -3.24456 -5.46080 0.39
H -2.01260 0.61786 -5.26816 0.28
H -3.60007 -0.48244 -2.36384 0.47
H -2.43437 -2.81552 -3.91198 0.29
H -3.34461 1.52447 -0.56356 0.47
H -1.35509 1.83832 3.19298 0.25
H -1.57905 2.89623 -1.44982 0.54
H -2.33948 -2.20517 1.46554 0.45
H -2.64167 0.45973 1.79061 0.58
H 1.87957 0.81221 -3.15298 0.53
H 1.63083 -0.68304 0.67417 0.16
H 1.61465 -2.86068 1.96345 0.39
H 1.54238 5.02691 3.55650 0.40
H -0.62468 1.73612 -3.69710 0.52
H -0.81839 4.23137 3.67833 0.43
H -2.47774 -0.70922 -6.33971 0.41
H 0.96969 -1.57950 -4.74798 0.29
H 0.32576 2.79959 0.41918 0.48